Entry 1:
{"formula": "C5H28N2O8", "method": "ωB97M-V/def2-TZVPD", "spin_multiplicity": 1, "lumo_energy_ev": 0.396, "smiles": "C[C@H](O)[C@H](C)NCN.O.O.O.O.O.O.O", "de_lowest_kj_mol": 225.5, "orbital_gap_ev": 8.95, "symbols": ["C", "C", "C", "C", "O", "N", "C", "N", "H", "H", "H", "H", "H", "H", "H", "H", "H", "H", "H", "H", "H", "H", "H", "H", "O", "H", "H", "O", "H", "H", "O", "H", "H", "O", "H", "H", "O", "H", "H", "O", "H", "H", "O"], "coordinates": [[-0.817114, -0.116694, -2.387752], [-0.238816, 0.332682, -1.054830], [-1.224871, 0.476523, 0.134339], [-2.246717, -0.657780, 0.366177], [-1.918786, 1.763388, 0.200268], [0.944014, -0.382487, -0.528384], [2.076405, -0.455005, -1.432641], [3.332814, -0.032813, -0.752363], [-0.317383, 0.467985, -3.154553], [-1.870554, 0.294257, -2.442122], [-0.893669, -1.158993, -2.629207], [0.146062, 1.394310, -1.252686], [-0.663240, 0.650958, 1.054425], [-2.522944, -0.568960, 1.391323], [-3.043753, -0.943496, -0.306022], [-1.634948, -1.557945, 0.294714], [-1.957817, 2.154860, -0.675820], [0.662356, -1.316699, -0.199513], [2.272235, -1.489845, -1.796799], [2.024851, 0.253983, -2.291933], [3.501224, -0.552792, 0.082625], [3.210679, 0.957229, -0.493665], [0.723496, -2.322306, 1.467033], [0.649593, -3.708653, 1.919884], [0.241398, -3.135427, 1.209152], [1.409948, -0.666989, 3.362040], [2.376803, -1.728501, 3.541710], [1.491722, -1.617899, 3.155481], [-0.629712, -3.020876, -0.690557], [-1.412903, -4.146191, -1.396892], [-1.124897, -3.222906, -1.491567], [1.327435, 2.003935, 3.598742], [0.905925, 1.056574, 2.376762], [1.352418, 1.098631, 3.257936], [-3.838697, 0.045895, -1.703033], [-3.684939, -0.821590, -2.920380], [-3.668550, 0.105054, -2.662162], [2.806380, 3.235081, -0.638578], [1.795054, 3.703353, 0.386133], [2.502036, 3.044559, 0.279015], [-0.789621, 4.313532, 1.735800], [-0.945352, 2.781204, 1.439740], [-0.307575, 3.490838, 1.648170]], "forces_ev_per_angstrom": [[-1.5373, 1.9040, 0.0811], [0.9111, 1.2880, 0.7150], [-1.1200, 0.8000, -0.1143], [2.3681, -0.5454, -0.0924], [-0.2641, -0.1817, -0.7778], [-1.1250, -0.4091, -0.2352], [1.8919, -0.0191, 0.4554], [-0.5096, 0.9560, -1.2124], [0.3470, -0.4788, -0.3932], [1.4982, -0.5463, 0.0374], [0.3437, -0.5550, 0.1980], [-0.4728, -1.1405, 0.4764], [0.4979, -1.2136, -0.1088], [-0.8583, -0.1017, 0.6044], [-0.2924, 0.8830, -0.2288], [0.0113, -0.2232, 0.4136], [-0.0849, 0.0558, -0.1900], [0.2766, 0.5801, -0.5247], [-0.3884, 0.6962, -0.0031], [-0.5622, -0.7107, 0.5116], [-0.0927, -0.3198, 0.5716], [0.1264, -0.8065, 0.1817], [-0.3710, -0.0867, -0.0124], [-0.9702, 0.5008, -1.2701], [1.2710, -0.4079, 1.3050], [-0.5360, 0.0600, -0.1761], [-0.2426, -0.5556, -0.3312], [0.9187, 0.4015, 0.6120], [0.1153, -0.3916, 0.2439], [0.2643, 0.5061, 0.0786], [-0.3586, -0.4384, -0.3239], [-0.2162, -0.2541, -0.5109], [0.7114, 0.6542, 0.9768], [-0.4458, -0.2128, -0.7028], [0.0083, 0.2962, -0.5666], [0.0602, -0.0925, -0.2573], [-1.2228, -0.1195, 0.6550], [-0.1157, -0.2726, 0.9635], [-0.0022, -0.4532, 0.3347], [0.0439, 0.6873, -1.2911], [-0.3023, -0.0516, 0.0252], [-0.0808, 0.5946, -0.3377], [0.5068, -0.2759, 0.2200]], "lowdin_charge": [-0.05, -0.34, -0.32, 0.00, -0.08, -0.02, -0.29, 0.00, 0.07, 0.06, 0.06, 0.15, 0.11, 0.08, 0.07, 0.05, 0.09, 0.07, 0.12, 0.12, 0.04, 0.03, 0.00, 0.08, -0.10, 0.00, 0.06, -0.07, -0.02, 0.05, -0.07, 0.06, 0.05, -0.06, 0.03, 0.06, -0.07, 0.05, 0.02, -0.08, 0.04, 0.01, -0.06]}

Entry 2:
{"formula": "C5H28N2O9", "method": "ωB97M-V/def2-TZVPD", "spin_multiplicity": 1, "lumo_energy_ev": -0.010, "smiles": "C=C(N)C[C@H](N)CO.O.O.O.O.O.O.O.O", "de_lowest_kj_mol": 448.1, "orbital_gap_ev": 8.95, "symbols": ["C", "O", "C", "C", "C", "C", "N", "N", "H", "H", "H", "H", "H", "H", "H", "H", "H", "H", "H", "H", "H", "H", "O", "H", "H", "O", "H", "H", "O", "H", "H", "O", "H", "H", "O", "H", "H", "O", "H", "H", "O", "H", "H", "O"], "coordinates": [[-2.097226, 1.859929, 0.924917], [-2.673021, 0.668716, 0.470293], [-0.639817, 1.550876, 1.451700], [0.078158, 1.068103, 0.152114], [0.634173, 2.232625, -0.636381], [0.220760, 2.642254, -1.830791], [1.522561, 2.980414, 0.138616], [-0.531232, 0.393233, 2.333649], [-2.047287, 2.696141, 0.233668], [-2.659394, 2.180151, 1.810970], [-3.262969, 0.668846, -0.287652], [-0.388831, 2.515618, 1.895045], [0.811053, 0.346170, 0.502678], [-0.541754, 0.419607, -0.459704], [0.191125, 3.562209, -2.399768], [-0.497226, 1.999609, -2.349178], [1.373236, 2.987061, 1.125575], [1.942468, 3.788620, -0.282348], [-0.993934, 0.579648, 3.221358], [0.441077, 0.165291, 2.508816], [-1.463883, -2.087314, 2.470708], [-1.065070, -3.029614, 1.416019], [-0.670693, -2.478663, 2.107798], [1.405548, -0.675027, -3.532241], [1.195605, 0.796472, -3.621950], [1.578251, 0.079914, -4.100560], [-2.775781, -2.688291, -0.965398], [-1.752176, -3.455314, -1.775307], [-2.452853, -3.583609, -1.147166], [1.193367, -2.744796, 0.990543], [1.301061, -3.990346, 0.174567], [1.721809, -3.143544, 0.277812], [2.245734, 0.956304, 0.811020], [3.552738, 1.144966, 1.508852], [2.957389, 0.461021, 1.176540], [-4.002631, -0.660513, 1.921635], [-2.465241, -0.919801, 1.877183], [-3.306980, -1.190557, 2.263129], [4.278224, -0.102795, -0.702994], [3.813915, -1.479996, -1.202575], [3.714979, -0.537997, -1.343290], [-0.552803, -1.442476, -2.423393], [0.757960, -2.277753, -2.114882], [-0.090403, -2.255373, -2.589616]], "forces_ev_per_angstrom": [[0.3853, -0.2959, 2.0881], [-0.1388, -0.7882, -0.5350], [-1.5756, -1.0487, -2.1840], [0.9617, 0.4382, 0.0376], [0.1506, 0.9648, 1.0038], [-1.9395, -1.1457, -1.2910], [0.3638, -0.3527, -0.5853], [-1.0483, 0.9197, 0.5042], [0.0198, -0.1470, -0.3960], [-0.2245, 0.2245, -0.1312], [0.1738, 0.8185, -0.0075], [0.7958, 0.0191, -0.1209], [0.3747, 0.1415, -0.3602], [-0.5708, 0.3731, 0.1058], [1.2076, 0.4343, 0.6730], [0.2009, -0.3332, 0.3076], [0.0395, 0.2674, 0.2279], [-0.0693, 0.1686, 0.1401], [0.1886, -0.1383, -0.0162], [-0.0651, -0.0457, 0.0181], [-0.0004, 0.1221, 0.6301], [0.2043, -0.1593, -0.0193], [0.0086, -0.7022, -0.6258], [0.1085, -0.2132, -0.1182], [-0.2743, 1.0379, 0.5578], [0.1970, -0.7157, -0.5407], [0.0611, -0.3824, 0.0003], [0.7882, 0.1350, -0.5859], [-0.7244, 0.2778, 0.7155], [0.2462, 0.1502, -0.1323], [-0.1284, -0.6765, -0.1914], [-0.1611, 0.6138, 0.2269], [-0.4913, 0.6999, -0.7435], [-0.0322, -0.1741, 0.0378], [1.2655, -0.3637, 1.1424], [-0.4182, 0.8117, -0.6071], [-0.4962, 0.8511, -0.4341], [0.7764, -1.5545, 1.1638], [-0.1034, -0.1022, 0.2925], [0.0622, -0.1664, 0.2485], [-0.1374, 0.0882, -0.7480], [0.1151, 0.6371, 0.3276], [-0.5532, 0.2603, 0.2296], [0.4571, -0.9490, -0.3055]], "lowdin_charge": [-0.20, -0.08, -0.33, -0.12, -0.40, 0.02, 0.09, 0.06, 0.12, 0.12, 0.11, 0.13, 0.09, 0.11, 0.06, 0.05, 0.08, 0.10, 0.10, 0.08, -0.01, 0.04, -0.06, 0.00, -0.02, -0.04, 0.03, -0.01, -0.05, 0.01, 0.03, -0.05, -0.05, 0.05, -0.05, 0.02, -0.02, -0.06, 0.01, 0.03, -0.06, 0.03, 0.05, -0.04]}

Entry 3:
{"formula": "C5H28N2O9", "method": "ωB97M-V/def2-TZVPD", "spin_multiplicity": 1, "lumo_energy_ev": -0.009, "smiles": "CC/C(N)=C/N.C=O.O.O.O.O.O.O.O.O", "de_lowest_kj_mol": 642.1, "orbital_gap_ev": 7.91, "symbols": ["C", "O", "C", "C", "C", "C", "N", "N", "H", "H", "H", "H", "H", "H", "H", "H", "H", "H", "H", "H", "H", "H", "O", "H", "H", "O", "H", "H", "O", "H", "H", "O", "H", "H", "O", "H", "H", "O", "H", "H", "O", "H", "H", "O"], "coordinates": [[2.698925, -0.341913, 2.660050], [3.394863, -1.258179, 2.980094], [2.091628, -0.632122, -0.711481], [0.908917, -0.105997, 0.046713], [-0.386482, -0.401508, -0.710150], [-0.755383, 0.373883, -1.767887], [-1.792275, -0.180421, -2.602576], [-1.063548, -1.551678, -0.282706], [1.699297, -0.118802, 3.084721], [3.113797, 0.382975, 1.941303], [2.079264, -1.714417, -1.052830], [3.057737, -0.783493, -0.145114], [0.921810, -0.244797, 0.988474], [1.095724, 0.942486, -0.024149], [-0.449493, 1.329310, -2.054176], [-1.978890, -1.121399, -2.511201], [-1.931154, 0.057303, -3.501679], [-1.798995, -1.885201, -0.785971], [2.545828, 0.067868, -1.509621], [-0.675903, -2.135751, 0.441132], [-1.295600, 2.183152, 2.114594], [-1.115119, 3.634574, 2.182681], [-0.683085, 2.881184, 1.789887], [1.807352, -0.225839, -3.455520], [1.570174, -1.640856, -3.268836], [1.831981, -1.073381, -3.899815], [0.938450, 2.252118, 2.114181], [2.092964, 3.139249, 1.962209], [1.841473, 2.319141, 2.324007], [0.359703, -2.715300, 3.420668], [-0.725819, -1.945817, 2.571520], [-0.184360, -2.780127, 2.682161], [-4.030123, -0.291341, -0.037599], [-2.856099, 0.679157, -0.422298], [-3.604590, 0.620512, 0.144505], [-3.015815, 0.794889, 2.272208], [-1.825352, 0.176731, 1.397279], [-2.039940, 0.471597, 2.315694], [-0.792769, 2.827411, -1.065677], [-0.172797, 4.017510, -0.535523], [-0.159808, 3.359162, -1.213448], [-0.584102, -2.621268, -2.137463], [0.211962, -3.731439, -2.722369], [-0.344346, -3.009165, -3.015991]], "forces_ev_per_angstrom": [[0.8058, 0.7635, -0.3605], [-0.1933, -0.9054, 0.5600], [3.8552, -1.6553, -0.8513], [-0.4524, 1.8637, -7.2919], [1.0791, 1.5677, 0.5221], [-1.9689, -3.7155, -0.0141], [0.3965, 1.4629, 3.8572], [2.1907, 1.1435, 0.9025], [0.0884, -0.2163, -0.0045], [-0.5301, 0.1391, -0.0040], [-0.7847, 1.2765, -0.2542], [-1.0934, 0.6130, 0.4625], [-0.2657, -1.8830, 6.6781], [-0.3854, 1.1421, 0.0042], [1.1471, 0.8746, -0.2138], [-0.1598, -2.1363, 0.2155], [-0.0344, 1.5737, -3.4322], [-2.3672, -1.1075, -1.1783], [-1.4671, -1.1758, 0.8287], [0.1614, -0.0440, -0.1930], [0.5065, -0.4604, -0.3781], [0.1722, 0.8741, 0.1526], [-1.1557, -0.4318, 0.1144], [0.0291, 0.2449, -0.0735], [-1.6962, -3.3540, 3.3163], [1.5864, 3.1833, -3.5515], [-2.0944, 0.0980, -0.3273], [0.5860, 1.5100, -0.6220], [1.9431, -1.3436, 1.0929], [1.4037, 0.5372, 2.0271], [1.0574, -1.3107, 0.8183], [-2.5808, 0.9712, -2.8580], [1.1685, 2.3710, 0.2695], [1.0275, -0.0702, -1.1963], [-2.4883, -2.2188, 0.4652], [2.5373, -1.1418, -0.3414], [-0.6742, 0.3201, 0.8869], [-1.6126, 0.6785, -0.2705], [-7.3417, -5.9932, 2.0263], [-0.0312, 0.4289, 0.6167], [7.3956, 5.7458, -2.5013], [0.3335, -0.2250, -0.9925], [0.2267, -0.5013, -0.2526], [-0.3201, 0.5066, 1.3456]], "lowdin_charge": [-0.19, 0.01, -0.10, -0.19, -0.33, -0.11, 0.09, 0.13, 0.08, 0.07, 0.10, 0.08, 0.00, 0.10, 0.08, 0.02, 0.04, 0.04, 0.11, 0.09, 0.03, 0.06, -0.05, 0.02, -0.08, -0.01, -0.04, 0.03, -0.03, 0.00, 0.05, -0.05, 0.11, -0.03, -0.08, 0.10, 0.01, -0.11, -0.12, 0.04, 0.04, 0.01, 0.04, -0.05]}